Here is a 5-piece molecular cluster, C34H73Br2FN8O12P overall at a distorted geometry from the OMol25 dataset. Energies are from ωB97M-V/def2-TZVPD.

spin multiplicity: 1
relative energy (zero: lowest compared OMol25 entry of this formula, charge and spin): 14.625 eV
E_LUMO: 0.89 eV
total charge: -1
DFT total energy: -8268.84105 a.u.
HOMO-LUMO gap: 6.319 eV

Geometry as XYZ:
```
131
C34H73Br2FN8O12P (ωB97M-V/def2-TZVPD)
C 5.61242 4.05433 -2.76668
C 4.34457 3.70657 -2.02064
C 4.01157 2.07422 -1.85512
C 4.07543 1.59494 -0.25037
N 5.36738 2.28933 0.10866
C 6.48647 1.68006 -0.36568
O 7.61991 0.94533 -0.54016
O 3.11777 2.26382 0.69207
P 2.29049 1.23613 1.89366
C 0.88112 0.74961 0.71056
C 0.74892 1.53609 -0.71075
O -0.69655 1.48295 -1.13288
C -1.33071 2.79927 -0.97879
C -2.51387 2.93037 0.18921
O -1.07431 3.88066 -1.72953
C 3.75263 1.64097 3.03254
C 4.05233 3.09850 3.61326
O 3.03423 3.74699 4.48568
C 4.78088 4.20099 2.62285
N 5.08023 5.52720 3.30390
C 1.22214 2.82036 2.14566
O -0.02188 2.83357 2.70304
N 1.64030 4.23046 1.67511
C 0.60173 5.24964 2.19111
O -0.26973 5.79112 1.29451
F 0.44033 5.64201 3.60847
C 1.40305 0.14093 3.24191
Br 1.31116 0.98098 5.10018
C 1.86176 -1.43238 3.27173
C 3.20549 -1.78320 4.13098
Br 0.37014 -2.31784 4.37064
O 3.32786 -0.12675 1.40318
C 3.81539 0.02006 0.02511
N 4.83650 -1.04991 -0.26015
H 5.66363 4.16082 -3.94111
H 6.61728 4.24131 -2.15405
H 3.65975 4.55976 -1.60775
H 2.96457 1.93909 -2.34394
H 4.76228 1.43856 -2.53225
H -0.21075 0.78806 1.13410
H 1.06838 -0.39824 0.43534
H 1.00758 2.66887 -0.72069
H 1.28138 0.88003 -1.52125
H -3.42492 2.22814 -0.12970
H -2.16996 2.54105 1.24051
H -2.95878 4.02033 0.22140
H 4.73393 1.33272 2.41444
H 3.88340 0.88190 3.95063
H 4.93258 2.90671 4.41372
H 2.73284 4.61715 4.09119
H 4.24929 4.40573 1.61324
H 5.84380 3.72893 2.35319
H 4.71248 6.33164 2.74130
H 6.10353 5.68572 3.42972
H 1.51344 4.30869 0.62076
H 0.22619 0.04808 3.04927
H 1.76329 -1.99909 2.23887
H 3.26303 -2.95008 4.31882
H 3.30492 -1.19815 5.14188
H 4.14509 -1.52606 3.44818
H 2.99121 -0.24485 -0.79785
H 5.25027 -0.85953 -1.22009
H 4.38429 -2.00084 -0.38017
C -3.08273 5.94172 5.95492
C -2.37500 4.93876 5.04626
C -3.34160 4.02922 4.25229
O -3.94803 2.99038 5.02622
C -5.04274 3.41498 5.82325
N -1.43070 4.14896 5.85027
H -3.45304 5.48947 6.87653
H -2.38851 6.73523 6.25297
H -3.92715 6.41179 5.44095
H -1.79999 5.51835 4.31482
H -2.75846 3.51553 3.47728
H -4.10503 4.61433 3.72563
H -5.63212 4.19644 5.33356
H -4.68389 3.75754 6.79575
H -5.69046 2.55279 6.00118
H -0.88293 3.55889 5.22330
H -1.98132 3.47795 6.39446
C -1.76400 -2.26249 -4.78725
C -1.63030 -1.45555 -3.49749
C -2.20432 -2.17252 -2.25314
O -3.63256 -2.17238 -2.17535
C -4.26517 -3.14295 -2.99494
N -2.25000 -0.13653 -3.69262
H -2.77226 -2.23032 -5.20365
H -1.09538 -1.85846 -5.55545
H -1.49344 -3.31084 -4.62618
H -0.55861 -1.30722 -3.32126
H -1.86193 -1.62750 -1.36416
H -1.81245 -3.19234 -2.15859
H -3.68539 -4.06882 -3.06188
H -4.44475 -2.72985 -3.98942
H -5.23999 -3.37542 -2.55875
H -2.06198 0.43684 -2.86967
H -3.26537 -0.27052 -3.66725
C -7.46400 -6.56764 -3.25013
C -7.33030 -5.76071 -1.96038
C -7.90432 -6.47767 -0.71603
O -9.33256 -6.47754 -0.63823
C -9.96517 -7.44811 -1.45783
N -7.95000 -4.44168 -2.15550
H -8.47226 -6.53548 -3.66654
H -6.79538 -6.16361 -4.01834
H -7.19344 -7.61600 -3.08907
H -6.25861 -5.61237 -1.78415
H -7.56193 -5.93265 0.17295
H -7.51245 -7.49750 -0.62147
H -9.38539 -8.37398 -1.52476
H -10.14475 -7.03501 -2.45230
H -10.93999 -7.68057 -1.02164
H -7.76198 -3.86832 -1.33256
H -8.96537 -4.57567 -2.13014
C 3.79991 -4.77909 -4.90645
C 5.18528 -4.23047 -4.57140
C 5.17619 -3.15593 -3.45909
O 4.70412 -1.87258 -3.87871
C 3.29143 -1.76442 -3.95955
N 5.80993 -3.72539 -5.80291
H 3.21662 -4.10138 -5.53215
H 3.89119 -5.71823 -5.46333
H 3.22651 -4.98405 -3.99684
H 5.78390 -5.07236 -4.20472
H 6.21356 -2.99650 -3.13813
H 4.62896 -3.49779 -2.57240
H 2.78711 -2.34459 -3.18050
H 2.95083 -2.07381 -4.94958
H 3.02180 -0.71232 -3.83725
H 6.77376 -3.46224 -5.59522
H 5.35913 -2.83369 -6.02927
```

Mulliken atomic charge list, values in e, 99 entries: -0.76, -0.28, -0.14, -0.13, -0.18, 0.62, -0.58, 0.07, 1.25, -1.16, 0.65, -0.30, 0.86, -0.62, -0.63, -0.31, -0.24, -0.58, 0.18, -0.64, -0.47, -0.44, 0.28, 0.49, -0.58, -0.25, -0.76, -0.08, 0.21, -0.87, -0.22, -0.73, -0.05, -0.57, 0.25, 0.19, 0.33, 0.24, 0.35, 0.54, 0.09, 0.01, -0.61, 0.35, -0.04, 0.27, 0.34, 0.14, 0.27, 0.32, -0.14, 0.25, 0.25, 0.26, 0.26, 0.49, 0.33, 0.39, 0.21, 0.17, -0.17, 0.32, 0.36, -1.68, 0.72, 0.08, -0.43, -0.67, -0.65, 0.30, 0.40, 0.33, 0.13, -0.36, 0.46, 0.29, 0.22, 0.28, 0.16, 0.36, -1.65, 0.64, -0.50, -0.45, -0.36, -0.66, 0.32, 0.37, 0.35, 0.28, 0.11, 0.47, 0.27, 0.21, 0.06, 0.15, 0.36, -1.49, 0.61

Here is a single C4H3F2I molecule at a distorted geometry from the OMol25 dataset. Energies are from ωB97M-V/def2-TZVPD.

spin multiplicity: 1
relative energy (zero: lowest compared OMol25 entry of this formula, charge and spin): 1.287 eV
E_LUMO: -0.28 eV
SMILES: C=C/C(F)=C(/F)I
DFT total energy: -651.50709 a.u.
HOMO-LUMO gap: 8.921 eV

Geometry as XYZ:
```
10
C4H3F2I (ωB97M-V/def2-TZVPD)
C 1.54502 -0.97230 -0.49568
C 0.30498 -0.46452 -0.52265
C -0.01606 0.62732 0.44109
C -1.39127 0.98672 0.45718
F 0.90801 0.91268 1.65465
F -2.11765 1.65634 1.55509
I -2.69147 0.46240 -1.08911
H 1.62996 -1.84581 -1.05970
H 2.37537 -0.75371 0.23666
H -0.54690 -0.60911 -1.17752
```

Charge distribution, Mulliken scheme, values in e: -0.83, 0.00, 0.61, -0.08, -0.28, -0.25, 0.14, 0.30, 0.26, 0.11

Here is C30H67N2O13S4 as an isolated structure from the OMol25 dataset. Energies are from ωB97M-V/def2-TZVPD.

spin multiplicity: 1
E_LUMO: 1.68 eV
total charge: -1
DFT total energy: -3863.50930 a.u.
HOMO-LUMO gap: 7.418 eV

Geometry as XYZ:
```
116
C30H67N2O13S4 (ωB97M-V/def2-TZVPD)
C 0.26533 -0.49651 1.59458
C -0.30725 0.63585 2.44649
C -1.81205 0.86975 2.19759
C -2.17899 2.17991 1.46867
N -2.61481 1.99020 0.07367
C -3.88974 1.24711 -0.02701
C -4.98386 1.93868 -0.83442
C -6.33733 1.32138 -0.48828
C -7.47828 1.99157 -1.23443
S -8.99847 1.02503 -1.30791
O -10.05655 2.00313 -1.22045
O -8.91864 0.23576 -2.52767
N -9.01319 0.12683 -0.01131
S -8.67559 -1.41682 -0.05296
O -7.25364 -1.70218 -0.03349
O -9.48169 -2.10447 0.92640
C -1.72047 1.83013 -0.92504
S -2.08761 1.17396 -2.39690
S -0.10163 2.47749 -0.57421
C 0.93720 1.64900 -1.80171
C 2.37735 1.56513 -1.28099
C 3.12084 0.33159 -1.80630
H 1.35513 -0.53944 1.64289
H -0.03743 -0.36402 0.55191
H -0.14655 -1.45333 1.92638
H 0.25342 1.55017 2.24433
H -0.15594 0.39893 3.50372
H -2.33597 0.86308 3.15631
H -2.22178 0.02452 1.63658
H -3.01561 2.66708 1.97201
H -1.35430 2.89034 1.50707
H -3.69944 0.24533 -0.42053
H -4.25120 1.13205 0.99694
H -4.97584 3.01474 -0.62676
H -4.78962 1.80270 -1.89864
H -6.31307 0.25562 -0.73411
H -6.51753 1.38813 0.58821
H -7.20551 2.18930 -2.27373
H -7.77291 2.92983 -0.76175
H -9.10259 -1.79026 -1.27623
H 0.50629 0.66127 -1.96613
H 0.87789 2.19249 -2.74473
H 2.37227 1.56678 -0.18799
H 2.91254 2.46975 -1.58130
H 2.43588 -0.50436 -1.96212
H 3.88596 0.00391 -1.09995
H 3.62601 0.53332 -2.75254
C -0.04354 -4.13331 3.62009
O 0.81158 -3.48755 4.53705
C 0.27574 -3.36911 5.83956
C 1.37288 -3.40690 6.88022
O 1.98317 -4.67625 7.05596
C 2.88193 -5.12399 6.05608
C 4.22268 -4.42270 6.04819
O 4.11084 -3.11102 5.52527
C 5.01057 -2.19355 6.09899
H -0.88345 -3.49026 3.33426
H 0.54569 -4.35717 2.73248
H -0.44277 -5.06685 4.03127
H -0.44594 -4.17167 6.03254
H -0.25056 -2.40932 5.94174
H 0.91048 -3.18282 7.84416
H 2.11384 -2.63329 6.66924
H 2.43294 -5.07826 5.06216
H 3.07097 -6.17229 6.29925
H 4.90825 -5.01220 5.42248
H 4.63097 -4.39418 7.06553
H 4.96059 -2.21678 7.19351
H 4.72623 -1.20014 5.75469
H 6.04614 -2.38894 5.79276
C -6.74518 3.57595 -8.00612
O -5.79414 4.44940 -7.44539
C -6.33218 5.34176 -6.48751
C -5.35738 5.60832 -5.36105
O -5.19125 4.52289 -4.47245
C -4.36317 3.44451 -4.88120
C -2.88302 3.73061 -4.79584
O -2.44893 4.59800 -5.83666
C -1.39689 5.44383 -5.44889
H -7.43770 4.10127 -8.67562
H -6.20032 2.82948 -8.58195
H -7.32798 3.06783 -7.23043
H -7.25983 4.93788 -6.06606
H -6.56722 6.30089 -6.97165
H -5.79781 6.40372 -4.75339
H -4.40305 5.96660 -5.75511
H -4.63173 3.08478 -5.87661
H -4.56589 2.64855 -4.16120
H -2.34362 2.77898 -4.86635
H -2.65885 4.16635 -3.81525
H -1.64025 5.99217 -4.53089
H -1.23672 6.15877 -6.25545
H -0.46518 4.88868 -5.27997
C 5.69815 -3.12255 2.70497
O 6.48718 -2.43305 1.75872
C 7.52899 -1.67264 2.33265
C 8.74784 -1.63928 1.43741
O 9.46193 -2.86285 1.37421
C 8.92328 -3.90664 0.58016
C 9.08474 -3.70801 -0.91071
O 8.18475 -2.73410 -1.40209
C 8.68000 -2.00520 -2.49899
H 5.06330 -2.44646 3.28291
H 5.05871 -3.80856 2.15170
H 6.32344 -3.69985 3.39700
H 7.81071 -2.08181 3.31106
H 7.19329 -0.63628 2.48406
H 9.44957 -0.92976 1.88283
H 8.47936 -1.27666 0.44305
H 7.87734 -4.10245 0.82448
H 9.51068 -4.78832 0.84763
H 8.89011 -4.67073 -1.40439
H 10.12031 -3.41834 -1.12781
H 9.66450 -1.57489 -2.28064
H 7.97663 -1.19811 -2.69599
H 8.76332 -2.62664 -3.39874
```

Mulliken atomic charge list, values in e, 99 entries: -1.02, -0.53, -0.49, -1.42, 0.11, -1.87, -0.06, -0.37, -0.64, 1.16, -0.71, -0.72, -0.46, 0.82, -0.62, -0.65, 0.70, -0.37, -0.25, -0.77, -0.26, -1.24, 0.34, 0.23, 0.19, 0.30, 0.39, 0.45, 0.46, 0.47, 0.74, 0.41, 0.66, 0.34, 0.03, 0.27, 0.33, 0.14, 0.36, 0.13, 0.42, 0.48, 0.24, 0.37, 0.34, 0.28, 0.34, -0.86, -0.15, -0.62, -0.28, -0.46, -0.43, -0.53, -0.16, -0.96, 0.31, 0.24, 0.38, 0.39, 0.34, 0.40, 0.09, 0.17, 0.40, 0.35, 0.38, 0.45, 0.24, 0.35, -0.75, -0.31, -0.59, -0.38, -0.33, -0.20, -0.48, -0.35, -0.75, 0.33, 0.23, 0.34, 0.35, 0.39, 0.36, 0.18, 0.14, 0.24, 0.35, 0.30, 0.33, 0.25, 0.31, -0.89, -0.32, -0.43, -0.40, -0.44, -0.33

Here is a 2-piece molecular cluster, C26H49BCl2NO5P2 overall at a distorted geometry from the OMol25 dataset. Energies are from ωB97M-V/def2-TZVPD.

spin multiplicity: 1
E_LUMO: 2.47 eV
total charge: -1
DFT total energy: -3078.90742 a.u.
HOMO-LUMO gap: 5.926 eV

Geometry as XYZ:
```
86
C26H49BCl2NO5P2 (ωB97M-V/def2-TZVPD)
C 2.33066 -5.48516 -1.26390
C 3.28301 -4.60932 -0.45421
O 3.05041 -3.22112 -0.71531
C 2.07990 -2.66193 0.17802
C 1.44849 -1.45983 -0.53615
O 0.05403 -1.47454 -0.54245
C -0.54918 -0.99820 0.67228
P -1.90480 0.37267 0.36247
C -2.05205 0.42835 2.31276
C -0.39258 1.70526 0.51268
C -0.39506 3.10199 0.03634
O -1.10106 4.00406 0.43028
C 0.70693 3.49216 -0.92831
C 2.01416 3.18398 -0.56637
C 3.08864 3.50043 -1.40290
C 2.82527 4.11113 -2.62212
C 1.51137 4.42627 -2.97998
C 0.44614 4.12069 -2.13735
B -1.58298 0.26417 -1.62541
O -1.98815 -0.87355 -2.34054
N -0.78413 1.24708 -2.42694
C -1.41439 1.60210 -3.69705
C 0.57395 0.76139 -2.70554
C -3.25991 1.80824 0.26467
Cl -3.36024 2.41972 -1.42915
C -4.70869 1.64972 0.76818
C -4.97149 1.29893 2.21404
Cl -5.49914 3.39247 0.67106
P -3.59912 -1.22232 0.29818
C -4.63503 -1.04760 -1.24953
C -2.89148 -2.90373 -0.03449
C -2.74783 -3.75466 1.24997
H 2.86328 -6.34154 -1.66770
H 1.86665 -4.91239 -2.05220
H 1.54963 -5.87356 -0.61807
H 3.15401 -4.76801 0.61414
H 4.32819 -4.80606 -0.67591
H 1.27159 -3.36116 0.37463
H 2.61191 -2.37211 1.08331
H 1.86107 -0.52478 -0.15222
H 1.77374 -1.51717 -1.56987
H -0.90774 -1.81124 1.31106
H 0.25403 -0.57482 1.27703
H -2.81569 -0.27822 2.61933
H -2.34487 1.40371 2.69245
H -1.13413 0.12635 2.81272
H -0.11421 1.72924 1.56351
H 0.43602 1.22783 0.00452
H 2.22404 2.68306 0.36778
H 4.08499 3.23260 -1.09012
H 3.64377 4.34699 -3.28630
H 1.31467 4.88829 -3.93466
H -0.57154 4.34907 -2.40449
H -2.68271 -0.67899 -2.97668
H -1.06006 0.99117 -4.53059
H -1.25223 2.65364 -3.92788
H -2.49326 1.47109 -3.65791
H 1.23382 0.89696 -1.85407
H 0.98490 1.38306 -3.49543
H 0.58062 -0.28170 -3.02702
H -2.89573 2.62648 0.87490
H -5.39537 1.13995 0.11072
H -4.78969 0.24462 2.38686
H -6.01739 1.48023 2.42892
H -4.39118 1.89684 2.90241
H -4.27636 -1.68356 -2.05482
H -5.64319 -1.37075 -1.00732
H -4.68849 -0.02324 -1.61030
H -3.58544 -3.44205 -0.67589
H -1.95964 -2.86421 -0.59386
H -1.83889 -4.34727 1.21100
H -3.61173 -4.39498 1.37367
H -2.67876 -3.09347 2.10982
C 5.33515 0.13186 2.96351
C 4.38419 1.30929 2.75774
C 3.08055 0.59331 2.43736
O 3.11146 -0.65005 3.14573
C 4.42761 -0.88406 3.64504
H 6.21678 0.37503 3.55555
H 5.66792 -0.25177 1.99624
H 4.28357 1.87981 3.68391
H 4.69523 1.99341 1.96941
H 3.00118 0.36855 1.36957
H 2.20155 1.16341 2.74063
H 4.41845 -0.74117 4.73196
H 4.71205 -1.91643 3.43462
```

Charge distribution, Mulliken scheme, values in e: -1.08, -0.35, -0.40, -0.65, 0.11, -0.40, -2.49, 2.50, -2.03, 1.14, -1.12, -0.67, 0.24, -0.12, -0.54, -0.54, -0.73, -0.26, 0.60, -1.05, 0.73, -1.50, -1.16, -0.78, -0.29, 0.35, -1.36, -0.26, 0.27, -1.53, -0.28, -1.28, 0.36, 0.28, 0.29, 0.29, 0.40, 0.32, 0.18, -0.45, 0.57, 0.61, 0.65, 0.37, 0.39, 0.51, 0.92, -1.29, 0.53, 0.40, 0.38, 0.38, 0.63, 0.27, 0.35, 0.20, 0.47, -0.24, 0.66, 0.35, 0.95, 0.23, 0.20, 0.51, 0.32, 0.43, 0.39, 0.38, 0.64, 0.15, 0.26, 0.38, 0.30, -0.62, -0.49, 0.26, -0.43, -0.53, 0.40, 0.25, 0.33, 0.27, -0.18, 0.14, 0.30, 0.29

Number 1: E_HOMO -5.4 eV. Number 2: E_HOMO -9.2 eV. Number 3: E_HOMO -5.7 eV. Number 4: E_HOMO -3.5 eV.